Record 1
DFT (wB97M-V/def2-TZVPD) results for 2 unconnected molecules or ions with the total composition C4H9N2O.

```
16
Properties=species:S:1:pos:R:3:nbo_charge:R:1
C -0.810 -0.666 0.095 -0.092
C -0.083 -2.002 0.103 -0.666
C -2.412 1.427 0.171 -0.683
C -1.644 0.171 0.279 0.018
N 1.586 0.197 -0.397 0.340
N 2.848 0.053 -0.430 -0.387
O 1.197 1.123 0.459 -0.400
H -0.860 -2.796 0.224 0.275
H 0.768 -2.047 0.743 0.228
H 0.416 -2.094 -0.880 0.228
H -3.161 1.432 0.914 0.256
H -2.948 1.555 -0.738 0.258
H -1.749 2.284 0.389 0.229
H 0.218 1.020 0.300 0.551
H 3.161 -0.374 -1.219 0.423
H 3.474 0.717 -0.014 0.422
```

The total charge is +1. The largest force on an atom comes out at 3.8 eV/Å. The energy relative to the best compared isomer or geometry (same formula, charge and spin) comes out at 145.8 kcal/mol. For the HOMO-LUMO gap, the calculation gives 7.399 eV.

Record 2
DFT (wB97M-V/def2-TZVPD) results for 2 unconnected molecules or ions with the total composition C4H9N2O.

```
16
Properties=species:S:1:pos:R:3:nbo_charge:R:1
C 2.253 1.709 -1.764 0.933
C -0.623 0.005 -0.095 -0.136
C 0.574 -0.377 0.294 -0.093
C -1.162 -0.744 -1.316 -0.627
N 2.578 1.062 -0.804 -0.895
N 1.331 0.130 1.380 -0.743
O 1.792 2.354 -2.553 -0.380
H -1.407 0.403 0.468 0.231
H 1.341 -0.797 -0.408 0.223
H -2.168 -1.250 -1.077 0.250
H -0.379 -1.401 -1.661 0.215
H -1.239 -0.088 -2.119 0.231
H 3.518 0.867 -0.616 0.435
H 2.053 0.620 0.675 0.471
H 1.699 -0.607 1.967 0.439
H 0.993 0.891 2.019 0.445
```

The total charge is +1. The largest force on an atom comes out at 3.5 eV/Å. The energy relative to the best compared isomer or geometry (same formula, charge and spin) comes out at 66.0 kcal/mol. For the HOMO-LUMO gap, the calculation gives 11.021 eV.

Record 3
DFT (wB97M-V/def2-TZVPD) results for a gas-phase ion, C4H9N2O (charge +1).

```
16
Properties=species:S:1:pos:R:3:nbo_charge:R:1
C 1.359 0.254 1.198 -0.434
N -0.141 0.161 0.972 -0.532
C -0.633 0.578 -0.343 -0.194
C -0.776 -0.480 -1.528 -0.216
N -2.229 -0.399 -1.294 -0.583
C -2.278 0.526 -0.409 0.688
O -3.070 1.122 0.228 -0.535
H 1.737 -0.490 0.514 0.229
H 1.643 1.325 1.075 0.244
H 1.878 -0.027 2.107 0.266
H -0.743 0.878 1.551 0.478
H -0.421 -0.908 1.208 0.468
H -0.298 1.426 -0.776 0.244
H -0.393 -0.314 -2.538 0.244
H -0.491 -1.523 -1.255 0.202
H -3.070 -0.717 -1.726 0.431
```

As for the SMILES: C[NH2+][C@H]1CNC1=O. The total charge is +1. The largest force on an atom comes out at 4.9 eV/Å. The energy relative to the best compared isomer or geometry (same formula, charge and spin) comes out at 72.8 kcal/mol. For the HOMO-LUMO gap, the calculation gives 10.598 eV.